1.
A cluster of 12 separate species, C30H66Br12N6O6 in total. Source: the OMol25 dataset; level of theory: ωB97M-V with the def2-TZVPD basis set.

Structure (XYZ):
```
120
Properties=species:S:1:pos:R:3:mulliken_charge:R:1
Br -3.23412 -4.54234 2.81210 -0.202
Br 5.37442 0.47841 -0.44044 -0.111
Br -6.34495 1.97493 3.63658 -0.169
Br 0.13758 0.53191 4.02767 -0.078
Br -2.44744 0.61359 1.40624 0.102
Br -2.35605 -2.59152 -1.28459 -0.108
Br 0.83335 4.22651 2.22054 -0.117
Br -0.04755 5.38098 -2.72605 -0.087
Br 3.74496 5.68285 0.76015 -0.207
Br 2.62617 4.18207 5.49982 -0.133
Br 4.69726 -2.44520 -2.81854 -0.171
Br 1.87312 3.57781 -6.61943 -0.145
O 0.13221 1.77347 -2.12274 -0.655
O -1.04128 -2.24618 -5.61650 -0.686
O 3.80010 -1.70066 2.39627 -0.714
O 0.96805 -3.83399 2.05056 -0.490
O -2.01012 1.37574 -6.23167 -0.549
O -3.17395 6.77745 -2.13943 -0.580
N 0.43210 -5.25952 3.80638 0.335
N 0.72421 0.11403 -0.73195 1.008
N 0.18100 -3.03345 -3.80919 0.265
N -3.28646 4.50819 -1.88340 0.308
N -3.80857 0.91629 -4.78692 0.388
N 3.66513 -1.31138 4.60310 0.284
C 1.79127 1.61711 4.58141 -0.587
C -2.98238 0.21379 -3.78983 -0.913
C 2.00784 5.41050 -0.22556 -0.925
C -3.39259 5.78674 -1.46639 0.136
C -2.22414 -3.90424 0.21044 -0.342
C 2.75047 -1.73225 5.74754 -0.948
C -3.78598 0.69262 2.81205 -0.543
C 2.17818 0.19652 -0.93495 -1.402
C -0.09340 -4.37460 4.79278 -0.910
C 6.12008 -1.33156 -0.63597 -0.712
C -0.15172 0.93108 -1.32839 0.280
C -3.07156 -3.22591 1.34513 -0.285
C 1.08902 3.71969 -4.84787 -0.241
C 1.28075 2.76351 5.46705 -0.820
C 0.42874 -0.97385 0.26405 -0.271
C -5.23162 1.06255 -4.41370 -0.893
C 1.10484 -2.83008 -2.67313 -0.120
C -3.00417 4.04617 -3.29831 -1.297
C 0.62438 -6.63994 4.27004 -0.980
C 3.09418 -1.55771 3.45090 0.267
C -3.52918 3.39937 -0.97253 -0.612
C 0.53044 5.10572 -4.55840 -0.757
C -0.32802 -2.03520 -4.60591 0.200
C 5.05431 -2.44255 -0.91886 -0.208
C -0.10156 -4.43547 -3.94444 -0.926
C 1.35277 4.07114 0.28625 0.205
C -3.22847 1.33620 -5.94451 -0.015
C 0.88596 -4.94457 2.56598 -0.035
C 5.12868 -1.12615 4.86500 -1.049
C -4.69825 1.89375 2.52829 -0.648
H -3.63406 3.83235 0.02227 0.161
H -2.53275 -4.87989 -0.16502 0.594
H 1.33092 -1.57058 0.39852 0.201
H -3.78543 5.78153 -0.43787 0.320
H 5.56100 -2.04655 5.25750 0.371
H -0.81076 -4.69497 -4.73044 0.343
H 2.20945 5.54848 -1.28782 0.469
H -5.29564 1.70027 -3.53205 0.224
H 3.01435 -1.27725 6.70224 0.347
H 1.28335 -1.77119 -2.48607 -0.431
H 1.71105 -1.53469 5.48549 0.276
H -4.37443 -0.22480 2.79913 0.430
H -4.41558 2.78444 -1.12825 0.193
H 2.63675 -0.61705 -1.49701 0.227
H -3.24459 0.79488 3.75255 0.444
H -5.83042 0.15292 -4.45953 0.307
H 6.86244 -1.24024 -1.42885 0.480
H 0.75709 -5.10592 -3.98075 0.329
H -0.37220 5.23927 -5.15465 0.392
H 5.43715 -3.44988 -0.75507 0.508
H 2.01253 -3.39225 -2.89259 0.292
H 0.36750 -0.69125 1.31499 -0.033
H 0.46204 3.91273 -0.32171 -0.280
H 1.24247 -6.61681 5.16756 0.353
H 4.13742 -2.34695 -0.33724 -0.075
H -1.89620 0.29032 -3.83946 -0.177
H 0.59344 -3.17721 -1.77532 0.063
H 5.78078 -1.00910 3.99945 0.286
H 1.26097 -7.17717 3.56702 0.339
H 0.35685 3.13585 5.02448 0.376
H 5.40404 -0.40819 5.63753 0.331
H -3.96977 1.81503 -6.60284 0.326
H 1.17475 5.94506 -4.82006 0.521
H 2.59919 0.17741 0.07028 0.614
H -5.64786 1.65694 -5.22706 0.338
H -0.53271 -3.49467 4.32285 0.243
H -3.26039 -0.83937 -3.83052 0.610
H 2.51781 1.15105 -1.33698 0.306
H -2.79838 4.89532 -3.94999 0.398
H 1.41955 6.28510 0.05211 0.502
H -2.17821 3.37299 -3.52789 0.364
H -1.16398 0.84137 -0.90474 -0.111
H -2.65035 2.76893 -0.83726 0.105
H -4.11557 -3.04994 1.08597 0.423
H -0.33050 -7.13865 4.43614 0.283
H 0.34084 2.93136 -4.76495 0.037
H -3.84641 3.61174 -3.83682 0.445
H -4.13320 2.78997 2.78443 0.362
H 2.04505 3.24223 0.13879 0.271
H 2.64135 1.00993 4.89253 0.422
H 2.90111 -2.79146 5.95607 0.374
H 1.31360 -5.84435 2.09723 0.310
H -0.46014 -1.50593 -0.07488 -0.224
H 6.67198 -1.43424 0.29836 0.337
H 1.99947 -1.65692 3.51396 0.222
H 0.69165 -4.00595 5.45300 0.180
H -5.00052 1.98371 1.48491 0.255
H -0.95220 -4.76563 5.33837 0.391
H -1.15935 -3.97079 0.43383 -0.088
H 1.84766 3.63628 -4.06966 0.296
H -0.05408 -1.03957 -4.22397 0.342
H -2.64774 -2.32431 1.78737 0.014
H 2.21401 1.99882 3.65206 0.351
H 1.05092 2.34316 6.44612 0.460
H -0.55836 -4.82867 -3.03624 0.234
H -3.23640 0.45106 -2.75674 0.290
```

Values from the calculation:
LUMO level ... -0.097 eV
Total charge ... 0
Frontier orbital gap ... 8.8 eV

---

2.
A structure of composition C30H66Br12N6O6. Source: the OMol25 dataset; level of theory: ωB97M-V with the def2-TZVPD basis set.

Structure (XYZ):
```
120
Properties=species:S:1:pos:R:3:mulliken_charge:R:1
Br 14.52008 -13.53575 26.73616 -0.132
Br 10.52396 -14.40916 18.99198 -0.382
Br 8.05968 -11.92051 25.02850 -0.122
Br 11.53396 -8.11086 18.31391 -0.063
Br 13.40350 -13.47594 23.13493 -0.065
Br 14.44621 -5.11711 20.23130 -0.201
Br 6.13816 -9.29496 22.97698 -0.171
Br 18.80530 -10.69817 18.87788 -0.150
Br 14.36527 -10.46619 20.21469 0.214
Br 6.34026 -12.66908 17.91770 -0.147
Br 14.43295 -10.01531 23.83893 0.006
Br 10.49352 -15.21644 24.13405 -0.228
O 11.57831 -6.85105 22.71952 -0.301
O 8.15140 -8.55606 16.97767 -0.650
O 10.45074 -12.77790 19.98343 0.155
O 10.29676 -8.67064 25.15625 -0.580
O 9.02580 -13.36538 15.97206 -0.403
O 13.09724 -15.39676 16.93003 -0.524
N 12.56021 -4.95368 23.55562 0.400
N 11.96176 -8.51142 26.65789 0.393
N 10.99346 -12.34400 15.41748 0.344
N 8.36726 -7.82970 19.10638 0.236
N 10.70107 -10.91625 21.27296 1.888
N 13.26367 -13.14685 17.28229 0.521
C 11.55104 -5.67394 23.02193 -0.105
C 13.95968 -11.13165 25.42763 -0.605
C 13.69050 -14.43003 17.34826 0.036
C 8.12692 -6.44184 18.85022 -0.954
C 13.67194 -6.74961 19.43962 -0.301
C 9.67472 -11.25523 22.25207 -1.696
C 11.01227 -11.72670 20.24545 0.141
C 11.48224 -8.47341 25.40477 0.001
C 8.58022 -8.09602 20.52803 0.251
C 12.30979 -3.58229 23.99312 -0.984
C 12.08023 -12.71822 16.57962 -1.628
C 7.01614 -10.32739 25.48507 -0.683
C 10.98622 -11.45434 16.56171 0.301
C 16.25604 -10.03225 20.12715 -0.648
C 15.15389 -12.01057 25.72457 -0.773
C 11.35212 -9.63760 21.58624 -0.109
C 9.94335 -13.16094 15.21046 -0.409
C 14.02554 -12.06586 17.86194 0.236
C 13.85995 -5.47322 23.86443 -0.812
C 12.15508 -12.24979 14.55429 -0.363
C 11.16782 -8.79579 27.82188 -1.023
C 11.65497 -13.39598 22.22657 1.605
C 8.39793 -8.77362 18.14217 0.185
C 16.95806 -11.14302 19.36844 -0.687
C 7.24251 -9.13673 24.56656 0.116
C 8.78931 -14.12838 18.17395 -0.229
C 13.23124 -7.78177 26.85320 -1.010
C 10.94889 -14.74276 22.25645 -0.897
C 12.17999 -6.52922 19.30981 -0.106
C 8.16275 -12.79771 18.55300 -0.050
H 7.99120 -6.20226 17.79922 0.337
H 11.52359 -9.10286 20.65578 -0.387
H 11.97056 -11.35617 17.03458 0.133
H 13.46989 -10.57047 26.22163 0.468
H 14.18494 -6.82670 18.48747 0.454
H 8.76822 -10.65281 22.20485 0.212
H 7.68821 -7.78604 21.06376 0.308
H 13.95884 -7.56836 20.08918 -0.045
H 7.32731 -5.99484 19.44957 0.321
H 11.85471 -5.64127 18.77981 0.651
H 8.18434 -12.78467 19.64225 0.251
H 10.80097 -10.43551 16.20102 0.531
H 15.93170 -11.44254 26.22936 0.460
H 8.28386 -8.98477 24.29528 -0.343
H 11.67346 -9.38135 28.58771 0.319
H 10.73267 -9.11211 22.31474 0.291
H 8.97849 -14.14559 17.09967 0.132
H 16.60508 -9.95322 21.15170 0.458
H 17.02901 -12.01224 20.01932 0.393
H 8.83269 -9.13996 20.69660 -0.637
H 12.27435 -12.16874 15.65235 -0.407
H 10.13128 -11.09015 23.22964 0.632
H 12.25760 -9.69516 22.20131 -0.465
H 16.37419 -9.08628 19.60455 0.481
H 11.32684 -12.13477 17.11122 0.313
H 14.07878 -6.33094 23.22277 0.175
H 13.91894 -5.83225 24.89477 0.074
H 8.18306 -15.00507 18.38023 0.681
H 12.24193 -8.23460 24.65433 0.322
H 13.12350 -11.74371 25.08710 0.215
H 12.52896 -3.50884 25.06149 0.344
H 14.85069 -12.50720 18.43181 0.316
H 10.90641 -7.86197 28.33984 0.350
H 12.89590 -2.87130 23.41445 0.288
H 11.03879 -12.63580 22.69615 -0.245
H 11.60455 -15.55227 21.94265 0.654
H 13.01773 -6.72455 27.03977 0.352
H 11.93220 -11.40764 19.71474 -1.270
H 7.31649 -10.14850 26.51418 0.332
H 13.46071 -11.53695 18.63254 -0.860
H 5.98406 -10.66230 25.49846 0.482
H 10.17975 -9.19676 27.61479 0.212
H 16.43942 -11.44504 18.46472 0.292
H 14.66972 -4.78660 23.61850 0.426
H 8.98564 -5.83559 19.17805 0.207
H 11.81090 -13.13966 21.18112 -0.950
H 12.20222 -11.33390 13.96768 0.328
H 14.69505 -14.45675 17.80542 0.253
H 10.05232 -13.74357 14.28032 0.243
H 13.85966 -7.89780 25.97634 0.289
H 13.03978 -12.53533 15.11909 0.500
H 6.87759 -8.21828 25.01965 0.494
H 8.70000 -9.75277 18.54138 0.416
H 10.04751 -14.85652 21.67018 0.290
H 14.47195 -11.35688 17.16157 0.291
H 11.24343 -3.36809 23.94008 0.334
H 11.52426 -13.57841 16.20074 0.422
H 9.46739 -7.53617 20.83747 -0.128
H 11.65423 -6.56785 20.26173 -0.375
H 8.70555 -11.94952 18.15008 -0.439
H 13.75206 -8.09935 27.75703 0.364
H 12.01727 -13.03376 13.80060 0.354
H 9.40941 -12.31067 22.24998 0.380
H 15.53971 -12.35484 24.77032 0.364
H 10.63773 -5.06391 22.94467 0.289
H 10.28646 -11.67991 17.35911 -0.768
```

Values from the calculation:
LUMO level ... -0.095 eV
Total charge ... 0
Frontier orbital gap ... 5.8 eV

---

Stability verdict: 1, ahead by 660.1 kcal/mol